(1)
ORCA calculation (ωB97M-V/def2-TZVPD) on 4 unconnected molecules or ions with the total composition C5H18O3 in a non-equilibrium geometry.

Calculated values
E_tot (eV): -11606.343
Charge: +1
Frontier orbital gap (spin up / spin down) (eV): 10.62 / 3.45
Lowest unoccupied orbital energy (spin up / spin down) (eV): -3.05 / -10.22
ΔE to the lowest compared entry with this formula, charge and spin (eV): 3.137
Multiplicity: 2
⟨S²⟩: 0.75
HOMO (spin up / spin down) (hartree): -0.50226 / -0.50226

Cartesian coordinates (Å):
C: 0.70 -2.18 0.54
C: 0.57 -0.80 1.19
C: -0.45 0.16 0.61
C: -1.87 -0.08 1.11
C: -2.66 -0.73 -0.05
H: 1.32 -1.89 -0.35
H: -0.27 -2.55 0.30
H: 1.32 -2.83 1.37
H: 1.54 -0.33 1.22
H: 0.41 -0.78 2.31
H: -0.05 1.24 0.96
H: -0.16 0.33 -0.50
H: -2.01 -0.71 2.06
H: -2.24 0.89 1.53
H: -3.79 -0.68 0.30
H: -2.94 -0.13 -0.82
H: -2.50 -1.75 -0.16
H: 6.32 -1.67 -0.23
H: 5.17 -1.26 0.71
O: 5.30 -1.71 -0.12
H: 2.15 2.57 0.31
H: 3.36 3.64 0.07
O: 2.52 3.50 0.48
H: -3.64 2.76 -5.08
H: -4.02 2.78 -3.45
O: -4.07 2.19 -4.30

---

(2)
ORCA calculation (ωB97M-V/def2-TZVPD) on 6 unconnected molecules or ions with the total composition C5H19ClNO6 in a non-equilibrium geometry.

Calculated values
E_tot (eV): -31787.021
Charge: -1
Frontier orbital gap (eV): 5.95
Lowest unoccupied orbital energy (eV): 1.87
Multiplicity: 1
HOMO (hartree): -0.15018

Cartesian coordinates (Å):
Cl: -1.22 -0.49 -1.73
C: 3.19 -1.84 -6.34
O: 2.18 -0.94 -5.84
H: 3.12 -2.04 -7.41
H: 4.19 -1.40 -6.36
H: 3.34 -2.71 -5.71
H: 2.34 -0.81 -4.90
C: 3.36 -2.05 1.63
O: 2.03 -2.51 1.77
H: 4.00 -2.93 1.61
H: 3.46 -1.44 0.73
H: 3.64 -1.44 2.48
H: 1.49 -1.86 1.32
C: 1.18 4.76 -1.16
O: 0.05 4.57 -2.01
H: 1.55 5.75 -1.44
H: 0.83 4.72 -0.13
H: 1.84 3.95 -1.46
H: -0.18 3.64 -1.91
C: -5.77 -3.15 1.35
O: -4.86 -3.63 0.39
H: -6.42 -3.98 1.61
H: -5.34 -2.99 2.34
H: -6.43 -2.30 1.18
H: -4.15 -3.00 0.50
C: -0.84 1.46 4.02
N: -1.40 2.80 4.47
O: -1.88 2.80 5.59
O: -1.51 3.70 3.61
H: -1.12 0.98 3.08
H: -0.91 0.83 4.90
H: 0.23 1.56 3.85

---

(3)
ORCA calculation (ωB97M-V/def2-TZVPD) on a molecular structure, C5H19NNbO2S.

Calculated values
E_tot (eV): -23458.690
Charge: -1
Frontier orbital gap (eV): 7.17
Lowest unoccupied orbital energy (eV): 2.87
Multiplicity: 1
HOMO (hartree): -0.15813

Cartesian coordinates (Å):
N: -0.50 0.74 -1.78
C: 0.48 -0.38 -1.87
Nb: 0.81 -1.20 -3.93
S: 0.91 -1.72 -6.37
H: -0.44 1.29 -2.63
H: -1.43 0.33 -1.82
H: 1.44 0.00 -1.48
H: 0.15 -1.19 -1.21
H: -0.93 -0.69 -4.34
H: 0.46 -2.88 -3.26
H: 2.55 -1.83 -3.72
H: 1.70 0.41 -4.07
H: -0.17 -1.09 -6.81
C: -0.65 -1.11 3.79
O: -0.17 -0.94 2.48
C: -1.02 -0.14 1.66
C: -0.52 1.27 1.52
O: -0.54 1.97 2.76
C: 0.73 2.06 3.37
H: 0.14 -1.61 4.35
H: -0.89 -0.16 4.27
H: -1.54 -1.75 3.80
H: -2.03 -0.13 2.08
H: -1.06 -0.60 0.67
H: -1.16 1.81 0.81
H: 0.49 1.26 1.09
H: 1.39 2.73 2.82
H: 1.21 1.08 3.46
H: 0.58 2.47 4.37

---

(4)
ORCA calculation (ωB97M-V/def2-TZVPD) on 4 unconnected molecules or ions with the total composition C5H19NO4 in a non-equilibrium geometry.

Calculated values
E_tot (eV): -15163.665
Charge: +1
Frontier orbital gap (spin up / spin down) (eV): 12.28 / 6.85
Lowest unoccupied orbital energy (spin up / spin down) (eV): -2.86 / -8.11
ΔE to the lowest compared entry with this formula, charge and spin (eV): 1.751
Multiplicity: 2
⟨S²⟩: 0.76
HOMO (spin up / spin down) (hartree): -0.55656 / -0.54969

Cartesian coordinates (Å):
C: 1.78 1.81 0.99
C: 0.73 0.99 0.34
C: -0.75 1.34 0.76
C: -1.39 2.40 -0.08
N: 0.90 -0.45 0.78
C: 1.76 -1.29 0.02
O: 1.57 -1.30 -1.37
H: 2.79 1.53 0.67
H: 1.49 2.87 0.89
H: 1.99 1.82 2.08
H: 0.87 0.86 -0.73
H: -0.71 1.56 1.83
H: -1.32 0.42 0.89
H: -1.42 2.04 -1.12
H: -2.47 2.33 0.16
H: -1.07 3.44 -0.12
H: 1.11 -0.40 1.79
H: 1.60 -2.36 0.26
H: 2.85 -1.04 0.06
H: 0.89 -0.68 -1.69
H: -1.33 -0.97 -2.36
H: -0.77 -0.37 -3.63
O: -0.64 -0.34 -2.69
H: -1.44 -3.04 1.55
H: -0.53 -1.81 1.75
O: -0.66 -2.73 2.02
H: -1.22 -1.87 -0.94
H: -2.42 -2.83 -1.17
O: -2.18 -1.91 -0.92

---

(5)
ORCA calculation (ωB97M-V/def2-TZVPD) on 5 unconnected molecules or ions with the total composition C5H19O5.

Calculated values
E_tot (eV): -15728.736
Charge: -1
Frontier orbital gap (eV): 6.29
Lowest unoccupied orbital energy (eV): 3.31
ΔE to the lowest compared entry with this formula, charge and spin (eV): 0.000
Multiplicity: 1
HOMO (hartree): -0.10955

Cartesian coordinates (Å):
C: -0.81 -0.44 -0.36
O: -0.50 -1.02 0.83
H: -1.22 -1.16 -1.10
H: -1.52 0.41 -0.23
H: 0.03 0.03 -0.96
C: -0.98 -4.32 -0.02
O: 0.12 -3.45 -0.18
H: -1.02 -4.68 1.02
H: -1.92 -3.79 -0.18
H: -0.93 -5.16 -0.72
H: -0.17 -2.59 0.27
C: 1.45 2.61 0.46
O: 0.13 3.08 0.69
H: 2.18 3.25 0.95
H: 1.60 1.58 0.82
H: 1.62 2.52 -0.61
H: -0.14 2.81 1.57
C: 3.29 -1.12 -0.05
O: 2.48 -2.09 0.56
H: 3.66 -1.43 -1.04
H: 2.79 -0.16 -0.19
H: 4.16 -0.98 0.60
H: 1.84 -2.42 -0.10
C: -2.77 3.14 -0.69
O: -3.03 2.80 0.66
H: -2.08 2.44 -1.16
H: -3.71 3.13 -1.25
H: -2.36 4.16 -0.73
H: -2.18 2.84 1.12

---

(6)
ORCA calculation (ωB97M-V/def2-TZVPD) on a molecular structure, C5H20BaF2O5 in a non-equilibrium geometry.

Calculated values
E_tot (eV): -21875.365
Charge: 0
Frontier orbital gap (eV): 8.69
Lowest unoccupied orbital energy (eV): 0.22
ΔE to the lowest compared entry with this formula, charge and spin (eV): 0.000
Multiplicity: 1
HOMO (hartree): -0.31101

Cartesian coordinates (Å):
Ba: 0.09 -0.18 0.23
F: 1.91 1.41 -0.78
F: -1.14 -2.18 1.51
C: 3.41 -1.38 1.65
O: 2.39 -1.79 0.79
H: 3.23 -1.98 2.54
H: 4.34 -1.75 1.22
H: 3.38 -0.30 1.81
H: 2.55 -2.74 0.69
C: 0.73 -2.22 -2.90
O: 0.73 -2.45 -1.56
H: 1.63 -1.99 -3.49
H: 0.00 -2.86 -3.39
H: 0.15 -1.29 -2.92
H: 1.40 -3.13 -1.41
C: 0.96 1.31 3.15
O: -0.32 1.01 2.61
H: 1.29 2.18 2.58
H: 0.95 1.56 4.21
H: 1.70 0.51 3.08
H: -0.93 1.38 3.25
C: -2.83 2.19 0.95
O: -2.48 0.84 0.67
H: -3.54 2.57 0.21
H: -3.30 2.31 1.92
H: -2.01 2.91 0.86
H: -3.29 0.32 0.69
C: -2.07 0.74 -3.19
O: -1.13 0.97 -2.13
H: -2.71 -0.15 -3.22
H: -2.74 1.60 -3.11
H: -1.62 0.80 -4.18
H: -0.73 1.80 -2.37

---

(7)
ORCA calculation (ωB97M-V/def2-TZVPD) on a molecular structure, C5H20F3N10O5Y in a non-equilibrium geometry.

Calculated values
E_tot (eV): -39837.688
Charge: 0
Frontier orbital gap (eV): 6.39
Lowest unoccupied orbital energy (eV): -3.01
ΔE to the lowest compared entry with this formula, charge and spin (eV): 19.111
Multiplicity: 1
HOMO (hartree): -0.34551

Cartesian coordinates (Å):
Y: 0.27 1.35 -1.04
F: -1.39 -1.63 -1.17
F: -0.46 4.52 -1.44
F: 2.26 1.07 -3.72
C: 4.86 2.46 1.69
O: 3.86 2.67 1.01
N: 5.02 1.45 2.47
N: 5.85 3.33 1.66
H: 4.28 0.78 2.59
H: 5.72 1.40 3.20
H: 6.66 3.03 2.18
H: 5.78 4.21 1.17
C: 0.11 -0.72 3.76
O: 0.14 0.05 2.84
N: 0.96 -0.77 4.68
N: -0.92 -1.46 3.90
H: 0.72 -1.52 5.31
H: 1.68 -0.06 4.77
H: -1.45 -1.68 3.07
H: -1.17 -1.71 4.85
C: -3.49 0.40 -4.94
O: -2.65 0.95 -4.28
N: -3.99 -0.70 -4.59
N: -4.16 0.93 -6.00
H: -4.73 -1.17 -5.09
H: -3.44 -1.18 -3.89
H: -4.94 0.50 -6.49
H: -3.78 1.83 -6.26
C: 3.38 -3.15 -0.95
O: 3.09 -2.18 -0.26
N: 3.83 -4.18 -0.36
N: 3.42 -3.25 -2.19
H: 3.85 -4.13 0.65
H: 4.50 -4.79 -0.81
H: 3.66 -4.11 -2.65
H: 3.19 -2.55 -2.89
C: -4.65 1.41 0.97
O: -3.52 1.80 0.71
N: -5.62 2.19 1.26
N: -4.90 0.16 1.19
H: -6.55 1.95 1.59
H: -5.45 3.14 1.58
H: -4.05 -0.35 1.00
H: -5.78 -0.26 0.92

---

(8)
ORCA calculation (ωB97M-V/def2-TZVPD) on a molecular structure, C5H20F4HfN10O5 in a non-equilibrium geometry.

Calculated values
E_tot (eV): -42832.266
Charge: -1
Frontier orbital gap (spin up / spin down) (eV): 2.37 / 8.80
Lowest unoccupied orbital energy (spin up / spin down) (eV): 2.70 / 2.67
Multiplicity: 2
⟨S²⟩: 0.75
HOMO (spin up / spin down) (hartree): 0.01240 / -0.22519

Cartesian coordinates (Å):
Hf: 1.19 0.44 -0.32
F: 1.22 2.68 0.28
F: 3.38 0.20 0.43
F: 2.08 -1.42 -1.45
F: -0.32 1.29 -1.91
C: -1.71 -1.81 -1.68
O: -0.90 -1.17 -1.00
N: -1.29 -2.63 -2.61
N: -2.99 -1.85 -1.43
H: -1.80 -3.01 -3.39
H: -0.31 -2.67 -2.83
H: -3.44 -1.04 -1.03
H: -3.52 -2.40 -2.08
C: 0.68 -2.68 1.33
O: 0.93 -1.58 0.83
N: -0.20 -3.55 0.83
N: 1.23 -3.05 2.47
H: -0.68 -3.23 0.00
H: -0.38 -4.36 1.41
H: 1.97 -2.49 2.87
H: 0.92 -3.93 2.84
C: -2.25 0.99 0.73
O: -1.04 0.93 0.76
N: -2.74 1.89 -0.06
N: -3.18 0.29 1.45
H: -2.25 2.19 -0.89
H: -3.75 1.98 -0.14
H: -4.08 0.30 0.99
H: -2.79 -0.43 2.04
C: 0.79 0.98 3.17
O: 1.12 0.61 2.05
N: 0.25 2.14 3.46
N: 1.02 0.32 4.22
H: 0.28 2.81 2.70
H: -0.34 2.15 4.27
H: 1.24 -0.65 4.05
H: 0.51 0.48 5.08
C: 2.57 2.32 -2.99
O: 2.51 1.54 -2.02
N: 3.14 3.49 -2.95
N: 2.37 2.02 -4.23
H: 3.07 3.96 -2.06
H: 3.08 4.06 -3.78
H: 2.10 2.79 -4.82
H: 2.30 1.08 -4.59